i | The following is a quantum chemistry calculation of a gas-phase ion, C9H11N2 (charge +1), from the OMol25 dataset.

Summary:
Highest occupied orbital energy (alpha / beta): -12.57 / -12.57 eV
Kohn-Sham gap (alpha / beta): 0.22839 / 0.22842 Eh

Structure (ORCA input):
```
! RIJCOSX wB97M-V def2-TZVPD def2/J DEFGRID3
* xyz 1 1
C -3.54623 1.00857 -0.93044
C -2.29966 1.65592 -1.28025
C -3.53180 -0.13752 -0.12907
C -1.10111 1.15765 -0.92143
C -2.32832 -0.65406 0.21678
C -1.03272 -0.05083 -0.10414
C 1.49594 0.01723 0.52726
C 4.03448 -0.44459 0.87439
C 0.14910 -0.66490 0.29913
N 3.38872 -1.62544 0.26723
N 2.87629 -0.33366 0.02566
H -4.45982 1.23968 -1.37519
H -2.45448 2.27554 -2.11975
H -4.57064 -0.47347 0.10139
H -0.26184 1.70980 -1.18324
H -2.20986 -1.56398 0.94042
H 1.53504 1.19241 0.39417
H 1.47313 -0.13769 1.70126
H 3.78286 -0.45079 1.89161
H 4.94029 0.00809 0.52842
H 0.13774 -1.72791 0.76741
H 3.98289 -2.00003 -0.49161
*
```

=====

ii | The following is a quantum chemistry calculation of a gas-phase ion, C9H11N2 (charge +1), from the OMol25 dataset.

Summary:
Highest occupied orbital energy: -13.39 eV
Kohn-Sham gap: 0.33281 Eh

Structure (ORCA input):
```
! RIJCOSX wB97M-V def2-TZVPD def2/J DEFGRID3
* xyz 1 1
C -0.58187 -0.79571 -1.87905
N 0.32599 0.02408 -1.05280
C 0.58915 1.63051 -1.44979
N 1.66541 -0.56770 -1.21032
C 2.02572 -1.01708 -0.01827
C 0.98874 -0.85619 0.94760
C 0.88602 -1.20156 2.35052
C -0.11575 -0.68530 3.10354
C -1.05154 0.08651 2.50476
C -1.12843 0.28437 1.06572
C -0.03067 -0.10924 0.33623
H -0.13085 -0.92657 -2.86670
H -0.50791 -1.72125 -1.32462
H -1.56913 -0.47250 -1.78184
H -0.42205 2.19271 -1.18988
H 1.41636 1.73963 -0.83815
H 0.90952 1.56840 -2.51383
H 3.00091 -1.43242 0.03869
H 1.43219 -2.01117 2.67297
H -0.38581 -0.97458 4.08032
H -2.01308 0.32781 3.10011
H -2.07371 0.57620 0.63675
*
```

=====

Stability ranking, top and bottom: ii is the most stable and i is the least stable.

=====

i | The following is a quantum chemistry calculation of a single C3H2N4 molecule, from the OMol25 dataset.

Summary:
Highest occupied orbital energy: -9.33 eV
Kohn-Sham gap: 0.32416 Eh

Structure (ORCA input):
```
! RIJCOSX wB97M-V def2-TZVPD def2/J DEFGRID3
* xyz 0 1
N -1.89102 2.50365 0.08676
C -1.32411 1.49256 0.03501
C -0.59669 0.28230 -0.02208
C 0.82839 0.07471 0.07626
N 1.24637 -1.13049 -0.00092
N -0.77090 -1.99679 -0.24362
N -1.17223 -0.92132 -0.17842
H 1.45657 0.95537 0.21169
H 2.24977 -1.26277 0.07064
*
```

=====

ii | The following is a quantum chemistry calculation of a single C3H2N4 molecule, from the OMol25 dataset.

Summary:
Highest occupied orbital energy: -10.44 eV
Kohn-Sham gap: 0.40098 Eh

Structure (ORCA input):
```
! RIJCOSX wB97M-V def2-TZVPD def2/J DEFGRID3
* xyz 0 1
N -0.40588 3.09037 0.30066
C -0.43978 1.97507 -0.00521
C -0.35519 0.56184 -0.19758
C 0.75800 -0.19131 0.08265
N 0.30293 -1.45279 0.00975
N -1.00145 -1.49193 -0.30759
N -1.40775 -0.27658 -0.43934
H 1.77060 0.09035 0.32076
H 0.78294 -2.31035 0.23800
*
```

=====

Stability ranking, top and bottom: ii is the most stable and i is the least stable.

=====

i | The following is a quantum chemistry calculation of a single C2H3FO2S molecule, from the OMol25 dataset.

Summary:
Highest occupied orbital energy: -9.46 eV
Kohn-Sham gap: 0.35937 Eh

Structure (ORCA input):
```
! RIJCOSX wB97M-V def2-TZVPD def2/J DEFGRID3
* xyz 0 1
C 0.04670 -0.13513 0.05359
C 1.47908 -0.59847 -0.03833
O 1.86919 -1.71769 -0.21329
O 2.34792 0.41922 0.08690
S 3.93425 -0.37314 -0.01160
F 4.74744 0.99884 0.07353
H -0.54952 -0.97495 -0.01702
H -0.25063 0.72653 -0.78020
H -0.23499 0.25986 1.00167
*
```

=====

ii | The following is a quantum chemistry calculation of a single C2H3FO2S molecule, from the OMol25 dataset.

Summary:
Highest occupied orbital energy: -9.82 eV
Kohn-Sham gap: 0.35545 Eh

Structure (ORCA input):
```
! RIJCOSX wB97M-V def2-TZVPD def2/J DEFGRID3
* xyz 0 1
C -0.10616 -0.09895 -0.31405
C -0.54990 1.28688 -0.74619
O 0.09781 2.18695 -1.18340
O -1.88989 1.37298 -0.52154
S -2.79909 2.71742 -0.97306
F -2.32034 3.81828 0.22419
H 0.49807 -0.59692 -1.08372
H -1.04961 -0.48409 -0.13649
H 0.58141 0.03032 0.58286
*
```

=====

Stability ranking, top and bottom: ii is the most stable and i is the least stable.

=====

i | The following is a quantum chemistry calculation of 2 unconnected molecules or ions with the total composition C2H2Cl2O2S, from the OMol25 dataset.

Summary:
Highest occupied orbital energy (alpha / beta): -9.15 / -9.51 eV
Kohn-Sham gap (alpha / beta): 0.27965 / 0.30304 Eh

Structure (ORCA input):
```
! RIJCOSX wB97M-V def2-TZVPD def2/J DEFGRID3
* xyz 0 1
C 0.82453 -0.28468 0.89081
C -1.28289 -0.47827 -0.41603
O 3.42988 -0.18724 0.57093
O 2.05593 -1.12942 -1.26606
S 2.15316 -0.32144 -0.08293
Cl -2.06933 -1.84313 0.19684
Cl -2.01084 1.03644 -0.17728
H 0.69678 0.58982 1.50744
H -0.76155 -0.61342 -1.35140
*
```

=====

ii | The following is a quantum chemistry calculation of a single C2H2Cl2O2S molecule, from the OMol25 dataset.

Summary:
Highest occupied orbital energy (alpha / beta): -8.91 / -10.47 eV
Kohn-Sham gap (alpha / beta): 0.23003 / 0.32984 Eh

Structure (ORCA input):
```
! RIJCOSX wB97M-V def2-TZVPD def2/J DEFGRID3
* xyz 0 1
C -0.32578 0.19087 -0.11922
C 2.40031 -0.74413 -1.55273
O -0.12364 -1.14681 -2.33602
O 0.68748 1.19101 -2.30472
S 0.46155 -0.04946 -1.63425
Cl 2.58319 -2.36213 -1.23803
Cl 3.59381 0.30807 -1.07251
H -0.54025 -0.72341 0.40306
H 0.09047 0.99760 0.46159
*
```

=====

Stability ranking, top and bottom: ii is the most stable and i is the least stable.

=====

i | The following is a quantum chemistry calculation of a single C20H22N6O3S2 molecule, from the OMol25 dataset.

Summary:
Highest occupied orbital energy: -8.85 eV
Kohn-Sham gap: 0.32871 Eh

Structure (ORCA input):
```
! RIJCOSX wB97M-V def2-TZVPD def2/J DEFGRID3
* xyz 0 1
C 2.96007 -3.60911 -2.23856
C 2.29313 -2.92689 -3.38894
C 2.72342 -3.14525 -4.69131
C 2.11626 -2.52735 -5.77003
C 1.05399 -1.66364 -5.56705
C 0.60467 -1.42456 -4.28251
C 1.21560 -2.05494 -3.20585
N 0.72393 -1.80515 -1.91286
N 1.49180 -1.60792 -0.83216
N 0.73238 -1.41261 0.15822
N -0.54335 -1.46357 -0.18437
C -0.56494 -1.70549 -1.47872
S -1.97159 -1.85784 -2.47892
C -3.21990 -2.28693 -1.22390
C -3.20119 -1.42326 0.03738
O -3.41130 -1.92385 1.11209
N -3.00819 -0.10006 -0.21167
C -2.57875 0.86387 0.70269
C -2.66266 0.67375 2.07987
C -2.13364 1.62580 2.93181
C -1.53472 2.75875 2.41598
S -0.71389 3.91532 3.51580
O -0.58694 5.16811 2.83003
O -1.36880 3.88046 4.78939
N 0.83343 3.34088 3.75251
C 0.95867 2.08479 4.46011
C 1.18579 0.99904 3.39011
C 1.59968 1.77186 2.12583
C 1.66566 3.24242 2.57415
C -1.49640 2.98304 1.05277
C -2.02112 2.03735 0.19394
H 3.64698 -4.37120 -2.59609
H 3.51341 -2.88619 -1.64147
H 2.22807 -4.07758 -1.58225
H 3.55104 -3.81838 -4.85840
H 2.47345 -2.71970 -6.77002
H 0.57732 -1.17381 -6.40136
H -0.21288 -0.74075 -4.11062
H -3.08019 -3.32795 -0.93235
H -4.17842 -2.18453 -1.73620
H -2.86644 0.15708 -1.18157
H -3.11139 -0.22452 2.46820
H -2.18810 1.50338 4.00164
H 0.06802 1.93479 5.06666
H 1.82435 2.15820 5.12579
H 1.96181 0.30480 3.70567
H 0.27817 0.42674 3.20731
H 2.55976 1.43476 1.74076
H 0.85755 1.63862 1.34000
H 1.30885 3.95249 1.83077
H 2.68749 3.51393 2.85722
H -1.05645 3.89652 0.68543
H -1.98346 2.19627 -0.87495
*
```

=====

ii | The following is a quantum chemistry calculation of a single C20H22N6O3S2 molecule, from the OMol25 dataset.

Summary:
Highest occupied orbital energy: -8.11 eV
Kohn-Sham gap: 0.31825 Eh

Structure (ORCA input):
```
! RIJCOSX wB97M-V def2-TZVPD def2/J DEFGRID3
* xyz 0 1
C 5.64209 1.88534 0.98841
C 4.67584 1.67601 1.86164
C 3.37789 0.97464 1.58001
N 3.23294 0.55569 0.21469
C 2.87458 1.31497 -0.86699
C 2.55022 2.76118 -0.79607
C 1.07456 2.88199 -0.54535
C 0.19425 3.53480 -1.33926
S -1.42070 3.35522 -0.73909
C -0.75597 2.36460 0.56061
N -1.57336 1.87619 1.51656
N 0.52731 2.22679 0.52421
N 2.77398 0.56436 -1.92549
N 3.07605 -0.69986 -1.57722
C 3.35716 -0.69823 -0.29662
S 3.80164 -2.09022 0.64643
C 3.27540 -3.40643 -0.51263
C 1.76749 -3.56473 -0.37646
O 1.27307 -4.42250 0.31723
N 1.08354 -2.60699 -1.06407
C -0.21476 -2.17011 -0.81834
C -1.14159 -2.92058 -0.09493
C -2.37379 -2.38150 0.21263
C -2.69870 -1.08771 -0.18725
C -3.95227 -0.44019 0.24906
O -4.04863 0.75184 0.46438
O -4.94834 -1.30588 0.42527
C -6.20320 -0.78016 0.85995
C -7.00347 -0.21694 -0.30541
C -1.79079 -0.36079 -0.95770
C -0.56547 -0.89811 -1.28031
H 6.54876 2.39476 1.26283
H 5.57700 1.55744 -0.03647
H 4.76906 2.01303 2.88462
H 3.30558 0.08246 2.21283
H 2.53113 1.63139 1.81658
H 2.79410 3.23332 -1.74661
H 3.11901 3.23298 0.00753
H 0.38540 4.10165 -2.22615
H -1.16671 1.17268 2.11292
H -2.53878 1.71454 1.24507
H 3.59664 -3.11412 -1.50999
H 3.77950 -4.31057 -0.17645
H 1.65387 -1.95943 -1.61442
H -0.87746 -3.90842 0.24337
H -3.08415 -2.95191 0.79052
H -6.02231 0.00001 1.60704
H -6.71831 -1.62574 1.32019
H -7.13975 -0.97794 -1.06999
H -7.97651 0.11266 0.04703
H -6.48030 0.63147 -0.73978
H -2.06345 0.62546 -1.30114
H 0.14067 -0.32840 -1.86744
*
```

=====

Stability ranking, top and bottom: ii is the most stable and i is the least stable.